[1]
Density functional theory data (ωB97M-V with the def2-TZVPD basis set) for a 11-piece molecular cluster, C50H71N3O28 overall in a non-equilibrium geometry.

Results
total charge = 0
molecular weight = 1162.11 g mol⁻¹
orbital gap = 2.54 eV
electronic energy = -4218.19310 a.u.

Geometry as XYZ:
```
152
Properties=species:S:1:pos:R:3:mulliken_charge:R:1
C 0.1636 0.1895 1.6280 -1.490
C 0.2314 0.5637 0.1109 0.391
C -0.8981 -0.1191 -0.6866 -0.770
O -1.1377 0.5143 -1.9334 -0.338
C -2.0762 -0.0894 -2.7230 -0.807
N 0.0559 2.0700 -0.0748 -0.250
H -0.0647 2.1244 -1.0761 0.387
H -0.6867 2.5904 0.3701 0.324
H 0.9147 2.5647 0.1201 0.380
H 0.1773 -0.8982 1.6972 0.377
H -0.7975 0.3471 2.1172 0.417
H 0.9676 0.5648 2.2612 0.412
H 1.1749 0.1924 -0.2891 0.235
H -1.8231 -0.1641 -0.1119 0.439
H -0.5764 -1.1579 -0.6130 0.373
H -1.8055 -0.7960 -3.5076 0.292
H -2.4293 0.7795 -3.2783 0.274
H -2.9464 -0.4457 -2.1717 0.348
C 4.9074 7.4053 0.9020 -0.956
C 5.6272 6.2670 0.1762 -0.198
O 4.7825 5.1526 -0.0244 -0.917
H 5.5091 8.3064 1.0200 0.357
H 4.6175 7.0811 1.9015 0.191
H 3.9983 7.7791 0.4309 0.229
H 6.4148 5.9038 0.8365 0.126
H 5.9571 6.8873 -0.6572 0.189
C 0.6625 -7.7833 1.2163 -0.638
O 0.9524 -8.5205 2.4223 -0.344
C 2.3556 -8.7334 2.6698 -0.583
C 3.1821 -7.4931 2.9873 -0.460
O 2.5522 -6.7976 4.0097 -0.274
C 3.1119 -5.6290 4.4245 -0.736
H 1.0383 -6.7604 1.2369 0.192
H -0.3614 -7.9102 0.8646 0.277
H 1.2306 -8.4068 0.5258 0.308
H 2.8060 -9.3683 1.9068 0.413
H 2.3824 -9.2263 3.6416 0.269
H 3.0560 -6.7857 2.1676 0.300
H 4.2371 -7.6992 3.1680 0.431
H 3.1008 -4.8768 3.6358 0.295
H 4.1339 -5.7388 4.7872 0.300
H 2.4506 -5.1618 5.1543 0.251
C -6.5620 -5.4459 -3.2064 -0.638
O -5.3354 -4.8078 -2.8046 -0.358
C -4.1550 -5.5326 -2.6400 -0.491
C -3.8079 -6.4584 -3.8277 -0.545
O -4.5439 -7.6549 -4.0460 -0.325
C -3.8580 -8.4981 -5.0251 -0.843
H -6.4841 -5.7406 -4.2529 0.272
H -7.3363 -4.6875 -3.0906 0.216
H -6.8287 -6.3531 -2.6642 0.306
H -4.1511 -6.1404 -1.7351 0.328
H -3.2058 -5.0347 -2.4419 0.351
H -2.8103 -6.8164 -3.5732 0.410
H -3.7029 -6.0509 -4.8331 0.358
H -3.3333 -8.0672 -5.8777 0.322
H -4.5333 -9.1939 -5.5229 0.301
H -3.0225 -9.0720 -4.6242 0.337
C 0.7925 6.5611 -3.3507 0.055
O -0.2158 5.9468 -2.9474 -0.617
N 1.4971 6.3078 -4.5385 0.126
C 2.8056 6.9831 -4.7421 -0.920
C 1.0458 5.4089 -5.5702 -0.905
H 1.1816 7.3079 -2.6415 0.331
H 2.5020 7.9135 -5.2221 0.364
H 3.4356 6.3473 -5.3640 0.304
H 3.3265 7.2881 -3.8345 0.305
H 0.0503 4.9814 -5.4508 0.287
H 1.1816 6.0356 -6.4516 0.352
H 1.8217 4.6584 -5.7213 0.319
C -2.9640 5.0947 5.0223 0.138
O -2.7440 4.4096 4.0422 -0.591
N -3.1861 4.5594 6.2667 0.068
C -2.8725 3.2044 6.5699 -0.895
C -3.3394 5.4359 7.4498 -0.931
H -3.0818 6.1888 4.9868 0.295
H -3.3151 2.8217 7.4896 0.315
H -1.8106 3.0409 6.7535 0.328
H -3.1004 2.4927 5.7763 0.298
H -4.2055 5.1604 8.0515 0.273
H -2.3357 5.4049 7.8739 0.392
H -3.4511 6.5005 7.2442 0.309
C 5.6023 1.8914 7.7302 -0.615
C 6.8882 2.3579 7.5734 0.484
C 7.5177 3.1527 6.4745 0.210
O 8.6678 3.6915 6.3376 -0.610
C 6.4655 3.2804 5.4601 -0.668
C 5.2002 2.8229 5.4705 0.799
C 4.6153 2.1203 6.6725 0.495
O 3.4563 1.8148 6.8053 -0.560
O 4.3142 3.1170 4.4477 -0.438
O 7.7210 2.0188 8.5951 -0.518
H 5.4224 1.4293 8.6897 0.414
H 6.8461 3.7709 4.5764 0.405
H 4.7006 3.7584 3.8470 0.270
H 8.4456 2.6483 8.5769 0.322
C -5.0608 -2.6559 6.7381 -0.795
C -4.4743 -3.1367 5.6572 0.390
C -5.2537 -3.5628 4.4417 0.871
O -4.8589 -4.0245 3.3682 -0.598
C -6.7776 -3.4121 4.5222 -0.675
C -7.2850 -2.9036 5.6241 0.480
C -6.5008 -2.5507 6.9033 0.449
O -6.9829 -2.1491 7.9875 -0.599
O -8.5900 -2.5733 5.6259 -0.512
O -3.1132 -3.2957 5.5497 -0.523
H -4.4582 -2.3157 7.5672 0.435
H -7.4131 -3.5214 3.6558 0.417
H -9.0353 -2.5861 6.4763 0.342
H -2.9285 -3.8038 4.7564 0.316
C 8.8266 0.7997 0.2961 -0.507
C 7.8289 -0.0784 0.5727 0.715
C 8.1280 -1.5417 0.9136 0.383
O 7.2143 -2.3592 1.1860 -0.585
C 9.6006 -1.8604 0.8281 -0.935
C 10.5590 -0.9347 0.4819 0.550
C 10.2348 0.4982 0.1675 0.445
O 10.9202 1.4541 -0.1452 -0.586
O 11.9014 -1.2054 0.4325 -0.531
O 6.5200 0.3157 0.6757 -0.424
H 8.6123 1.8448 0.1279 0.432
H 9.9766 -2.8603 0.9872 0.406
H 12.4763 -0.4958 0.1367 0.341
H 6.4758 1.1866 0.2742 0.290
C -7.6682 4.0165 -4.0225 -0.903
C -6.6871 4.3569 -3.1554 0.267
C -6.9297 4.9343 -1.8827 1.023
O -6.0705 5.3756 -1.1047 -0.621
C -8.3756 4.9776 -1.4993 -0.709
C -9.3757 4.4212 -2.2730 0.325
C -9.0891 3.7810 -3.6092 0.667
O -9.8763 3.2604 -4.3557 -0.542
O -10.6515 4.2131 -1.7681 -0.502
O -5.3267 4.4139 -3.4441 -0.524
H -7.4635 3.6465 -5.0163 0.408
H -8.6593 5.2921 -0.5058 0.407
H -11.2225 4.1688 -2.5385 0.333
H -4.8092 4.8442 -2.7595 0.372
C -0.8122 -2.4719 -9.6681 -0.953
C -0.9151 -1.1129 -9.5350 0.567
C 0.0555 -0.1405 -9.9745 0.779
O -0.0667 1.0670 -9.9315 -0.587
C 1.1995 -0.8701 -10.6547 -0.722
C 1.3249 -2.2316 -10.7651 0.516
C 0.3554 -3.2040 -10.2694 0.544
O 0.5299 -4.4268 -10.2072 -0.579
O 2.3364 -2.6508 -11.5318 -0.493
O -1.9382 -0.5258 -8.8835 -0.536
H -1.6117 -3.0729 -9.2607 0.406
H 1.9201 -0.2426 -11.1581 0.393
H 2.5783 -3.5614 -11.3475 0.336
H -1.6529 0.3748 -8.7127 0.328
```

***

[2]
Density functional theory data (ωB97M-V with the def2-TZVPD basis set) for C50H77N5O18S as an isolated structure in a non-equilibrium geometry.

Results
total charge = 0
molecular weight = 1068.25 g mol⁻¹
orbital gap = 7.80 eV
electronic energy = -3977.62193 a.u.

Geometry as XYZ:
```
151
Properties=species:S:1:pos:R:3:mulliken_charge:R:1
C 3.8093 -1.0409 2.4570 -1.442
C 3.2754 -0.3649 1.2064 0.369
C 2.7131 -1.3549 0.1721 -0.880
C 1.2686 -1.0865 -0.2156 -0.671
N 0.3785 -1.5946 0.8206 -0.070
C -1.0200 -1.5487 0.5652 -1.202
C -1.8597 -1.0152 1.4872 -0.389
C -3.2810 -0.9481 1.3485 -0.199
N -4.0272 -0.3779 2.4342 -0.096
C -3.9648 1.1021 2.4626 0.269
C -4.5768 1.6637 1.1975 -1.042
C -3.9004 -1.4345 0.2356 -0.534
N -5.3078 -1.4210 0.0701 0.079
C -5.9305 -2.7328 0.2570 -0.231
C -5.6115 -3.3384 1.6143 -1.060
C -3.0491 -1.9964 -0.7657 0.427
N -3.4711 -2.5166 -1.9211 -0.537
S -2.1768 -3.0470 -2.6930 0.060
N -1.0347 -2.6609 -1.6457 -0.704
C -1.6382 -2.0632 -0.6135 1.049
H 3.1156 -1.7838 2.8380 0.469
H 3.9534 -0.3030 3.2445 0.337
H 4.7863 -1.4855 2.2853 0.273
H 2.4761 0.3069 1.5129 0.359
H 4.0553 0.2074 0.7306 -0.124
H 2.7497 -2.3550 0.6095 0.391
H 3.3315 -1.4092 -0.7183 0.261
H 1.0944 -1.5404 -1.1909 0.391
H 1.1194 -0.0150 -0.3328 0.331
H 0.6726 -2.5077 1.1369 0.253
H -1.4133 -0.6256 2.3906 0.417
H -3.5574 -0.6982 3.2745 0.445
H -4.5802 1.4110 3.2989 -0.053
H -2.9550 1.4825 2.6421 0.283
H -5.4824 1.1108 0.9809 0.245
H -3.8802 1.5380 0.3720 0.367
H -4.7880 2.7224 1.2970 0.217
H -5.5452 -1.0951 -0.8590 0.511
H -5.5723 -3.4362 -0.5011 0.197
H -7.0028 -2.6418 0.1834 0.599
H -5.7184 -2.5761 2.3815 0.253
H -6.2849 -4.1661 1.8206 0.185
H -4.5943 -3.7195 1.6708 0.269
O -7.5603 -2.1214 -2.1344 -0.580
C -8.1942 -3.1038 -2.3852 0.507
O -8.8175 -3.8172 -1.4221 -0.279
C -9.4095 -5.0115 -1.9753 -0.305
C -9.5819 -4.7099 -3.4606 -0.529
C -8.4027 -3.7726 -3.7317 -0.533
H -8.7282 -5.8448 -1.7957 0.206
H -10.3420 -5.2085 -1.4681 0.287
H -9.5937 -5.6053 -4.0780 0.359
H -10.5195 -4.1767 -3.6219 0.276
H -7.4927 -4.3181 -3.9865 0.241
H -8.6085 -3.0287 -4.4956 0.348
O -6.4541 3.0628 3.7364 -0.545
C -6.0133 3.2593 4.8302 0.724
O -4.6886 3.4101 5.0697 -0.280
C -4.4463 3.5313 6.4840 -0.508
C -5.7707 4.0004 7.0764 -0.504
C -6.7838 3.3453 6.1352 -0.689
H -4.1431 2.5539 6.8643 0.347
H -3.6331 4.2359 6.6375 0.300
H -5.8895 3.7287 8.1227 0.397
H -5.8461 5.0859 6.9997 0.247
H -7.0447 2.3336 6.4485 0.346
H -7.6844 3.9383 6.0062 0.294
O 6.5619 -0.3894 -0.7419 -0.378
C 6.9580 0.4558 0.0128 0.110
O 6.1432 1.1146 0.8609 -0.287
C 6.8854 2.1595 1.5360 -0.024
C 8.3443 1.7298 1.4602 -0.770
C 8.3715 0.9818 0.1299 -0.103
H 6.7085 3.0768 0.9827 -0.104
H 6.5257 2.2526 2.5579 0.421
H 9.0363 2.5675 1.5083 0.365
H 8.5787 1.0502 2.2816 0.301
H 8.5545 1.6459 -0.7146 0.142
H 9.0845 0.1629 0.1059 0.346
O 7.2143 5.6882 -1.3398 -0.632
C 6.0558 5.4410 -1.1630 0.392
O 5.6620 4.4656 -0.3065 -0.326
C 4.2242 4.2932 -0.3628 -0.235
C 3.7048 5.6148 -0.9219 -0.646
C 4.8492 6.0625 -1.8283 -0.216
H 3.9950 3.4524 -1.0114 0.144
H 3.8409 4.0960 0.6364 0.372
H 2.7474 5.5097 -1.4265 0.319
H 3.5858 6.3366 -0.1116 0.322
H 4.7569 5.6521 -2.8289 0.043
H 4.9534 7.1432 -1.8766 0.381
O -10.7289 -6.7670 0.0553 -0.612
C -10.3012 -6.5855 1.1589 0.488
O -11.1009 -6.3167 2.2123 -0.356
C -10.3101 -6.0286 3.3799 -0.443
C -8.9567 -6.6804 3.1170 -0.542
C -8.8485 -6.5647 1.5969 0.149
H -10.2350 -4.9445 3.4832 0.266
H -10.8190 -6.4306 4.2519 0.318
H -8.1423 -6.2083 3.6621 0.334
H -8.9900 -7.7319 3.4043 0.272
H -8.4113 -5.6137 1.2847 -0.265
H -8.3026 -7.3856 1.1411 0.381
O 10.1408 -4.3152 -3.6464 -0.555
C 9.0764 -3.9177 -3.2641 0.468
O 8.6061 -2.6992 -3.5944 -0.157
C 7.3604 -2.4316 -2.9029 -0.521
C 6.8054 -3.8065 -2.5545 -0.590
C 8.0872 -4.6164 -2.3480 -0.558
H 7.5757 -1.8328 -2.0244 0.367
H 6.7126 -1.8604 -3.5624 0.369
H 6.1413 -3.7870 -1.6934 0.315
H 6.2490 -4.2121 -3.4010 0.346
H 8.4584 -4.5434 -1.3247 0.312
H 7.9870 -5.6613 -2.6269 0.333
O 4.0325 3.5936 -3.3532 -0.604
C 4.9009 3.0850 -4.0115 0.317
O 5.0680 3.3495 -5.3193 -0.388
C 6.0994 2.4948 -5.8643 -0.672
C 6.9424 2.0670 -4.6692 0.097
C 5.9081 2.0483 -3.5510 0.610
H 5.6087 1.6495 -6.3507 0.299
H 6.6585 3.0518 -6.6113 0.356
H 7.4492 1.1222 -4.8174 -0.258
H 7.6975 2.8270 -4.4619 0.312
H 5.4001 1.0846 -3.4822 0.194
H 6.3157 2.3143 -2.5787 -0.302
O -6.5304 9.6040 3.9203 -0.579
C -6.2644 8.4992 3.5519 0.459
O -5.7244 7.5692 4.3782 -0.337
C -5.4128 6.3695 3.6457 0.567
C -6.3071 6.4071 2.4138 -0.463
C -6.4211 7.9110 2.1600 -0.455
H -4.3514 6.3849 3.3889 0.180
H -5.6083 5.5132 4.2756 -0.658
H -5.9065 5.8371 1.5793 0.301
H -7.2878 5.9978 2.6577 0.322
H -5.6096 8.2878 1.5358 0.252
H -7.3761 8.2018 1.7329 0.317
O 8.4506 -0.1492 -2.9941 -0.326
C 9.2876 -0.7110 -3.6427 0.657
O 9.4344 -0.4906 -4.9680 -0.448
C 10.4307 -1.3775 -5.5141 -0.501
C 11.2943 -1.7846 -4.3263 -0.751
C 10.2799 -1.7584 -3.1831 0.186
H 9.9189 -2.2286 -5.9658 0.188
H 10.9823 -0.8468 -6.2857 0.451
H 11.7854 -2.7446 -4.4661 0.372
H 12.0653 -1.0324 -4.1542 0.336
H 9.7497 -2.7063 -3.0804 -0.827
H 10.7166 -1.4742 -2.2295 0.535
```

***

[3]
Density functional theory data (ωB97M-V with the def2-TZVPD basis set) for a 10-piece molecular cluster, C50H78F5O14 overall in a non-equilibrium geometry.

Results
total charge = -1
molecular weight = 998.15 g mol⁻¹
orbital gap = 6.23 eV
electronic energy = -3504.75578 a.u.

Geometry as XYZ:
```
147
Properties=species:S:1:pos:R:3:mulliken_charge:R:1
C 4.5254 -0.6503 2.4265 -1.206
C 4.2754 0.4431 1.4074 -0.122
O 3.2424 1.3142 1.8271 -0.295
C 2.4272 1.8114 0.7751 -0.382
C 2.3493 3.3366 0.8809 -0.580
C 1.3003 3.7098 1.9462 -0.809
C -0.1194 3.8156 1.3636 -0.216
C -1.0193 4.5625 2.3664 -1.349
C -2.4740 4.2138 2.2466 0.455
C -3.3010 4.6322 1.2722 0.928
C -2.7698 5.5049 0.1321 -0.171
O -2.9361 6.7301 0.1777 -0.755
O -2.1833 4.8283 -0.7426 -0.677
C -4.7297 4.2373 1.3038 -0.177
O -5.6273 4.9636 0.9635 -0.597
C -4.9706 2.8554 1.8197 0.945
C -6.0006 2.0645 1.3343 -1.063
C -6.1168 0.7630 1.8353 -0.349
C -5.2390 0.2901 2.8088 0.770
C -5.3398 -1.1509 3.2735 -1.440
C -4.2850 -1.9593 2.4887 -0.715
C -4.4505 -1.7964 0.9891 -0.130
C -3.3846 -2.5122 0.1815 0.970
F -3.5240 -3.8548 0.2059 -0.297
F -2.1573 -2.1608 0.6343 -0.312
C -3.4640 -1.9677 -1.2807 0.532
F -4.7293 -1.7046 -1.6136 -0.249
F -2.9558 -2.7912 -2.1973 -0.338
F -2.8083 -0.8040 -1.2860 -0.229
C -4.2281 1.1083 3.3275 -0.957
C -4.1078 2.3996 2.8097 0.847
C -3.0367 3.3281 3.2956 -0.465
O -2.6779 3.3163 4.4510 -0.657
H 5.2031 -1.3540 1.9362 0.367
H 4.9997 -0.2733 3.3301 0.318
H 3.5787 -1.1482 2.6221 0.307
H 5.1833 1.0241 1.2051 0.192
H 4.0022 -0.0620 0.4773 0.328
H 1.4131 1.4220 0.8990 0.080
H 2.8092 1.5363 -0.2099 0.403
H 2.0308 3.7797 -0.0620 0.398
H 3.3218 3.7152 1.1513 0.362
H 1.3162 2.9569 2.7393 0.326
H 1.5793 4.6480 2.4323 0.403
H -0.4757 2.8113 1.1417 0.164
H -0.0204 4.4173 0.4670 0.448
H -0.6889 4.3029 3.3710 0.533
H -0.8869 5.6331 2.2139 0.435
H -6.6836 2.4255 0.5813 0.464
H -6.8987 0.1243 1.4447 0.406
H -6.3350 -1.5422 3.0715 0.413
H -5.0736 -1.2281 4.3243 0.467
H -3.2880 -1.6105 2.7598 0.432
H -4.3320 -3.0077 2.7847 0.160
H -4.4136 -0.7558 0.6817 -0.022
H -5.4124 -2.2140 0.6844 0.201
H -3.5392 0.7459 4.0771 0.524
C -0.9919 -2.6440 -6.0358 -1.079
C 0.1647 -2.4344 -5.0859 0.830
O 1.2831 -2.8007 -5.3655 -0.575
C -0.1487 -1.7500 -3.7801 -0.675
H -0.6365 -3.1444 -6.9340 0.316
H -1.7563 -3.2622 -5.5622 0.287
H -1.4266 -1.6823 -6.3127 0.306
H -0.8769 -2.3343 -3.2205 0.009
H -0.5500 -0.7525 -3.9669 0.323
H 0.7604 -1.6587 -3.1902 0.282
C -5.7780 2.9940 -4.1664 -1.278
C -5.4178 2.0896 -3.0117 0.869
O -6.2335 1.7844 -2.1721 -0.543
C -3.9972 1.5869 -2.9561 -0.483
H -6.8239 3.2828 -4.0872 0.320
H -5.1585 3.8915 -4.1419 0.326
H -5.6229 2.4721 -5.1127 0.347
H -3.3051 2.4286 -2.8848 0.399
H -3.7728 1.0022 -3.8518 0.370
H -3.8750 0.9611 -2.0831 -0.316
C -9.1113 -4.2304 -2.7427 -1.245
C -7.9722 -4.0676 -1.7650 0.873
O -8.1170 -3.4875 -0.7150 -0.528
C -6.6418 -4.6644 -2.1558 -0.759
H -10.0036 -3.7579 -2.3389 0.319
H -8.8584 -3.7577 -3.6929 0.336
H -9.3135 -5.2900 -2.9087 0.329
H -6.2804 -4.2127 -3.0808 0.363
H -6.7408 -5.7434 -2.2875 0.435
H -5.9206 -4.4707 -1.3641 -0.113
C 4.8637 5.1605 -2.6199 -1.159
C 5.4439 4.3717 -1.4676 0.585
O 4.7689 4.0850 -0.5063 -0.485
C 6.8919 3.9649 -1.5829 -0.519
H 3.8201 5.3881 -2.4136 0.290
H 5.4129 6.0952 -2.7472 0.340
H 4.9250 4.5777 -3.5407 0.323
H 7.5218 4.8489 -1.6634 0.018
H 7.0348 3.3340 -2.4519 0.258
H 7.1772 3.4084 -0.6919 0.321
C 10.9858 1.6919 -3.9734 -1.060
C 9.5003 1.9489 -3.9954 0.733
O 8.9692 2.6478 -3.1626 -0.440
C 8.7046 1.2984 -5.1016 -1.157
H 11.4316 2.2206 -3.1345 0.231
H 11.1775 0.6223 -3.8682 0.356
H 11.4403 2.0518 -4.8976 0.318
H 8.8022 0.2133 -5.0435 0.349
H 9.0656 1.6415 -6.0723 0.340
H 7.6548 1.5647 -5.0002 0.269
C 7.5943 -3.3623 -0.5592 -1.117
C 6.1169 -3.0514 -0.6008 0.759
O 5.5986 -2.3386 0.2263 -0.494
C 5.3171 -3.6698 -1.7212 -1.083
H 8.0461 -2.8565 0.2911 0.278
H 7.7473 -4.4377 -0.4559 0.342
H 8.0749 -3.0156 -1.4754 0.321
H 5.3755 -4.7581 -1.6663 0.325
H 5.7034 -3.3361 -2.6855 0.330
H 4.2768 -3.3660 -1.6330 0.265
C -7.3615 -6.4363 3.5218 -1.336
C -6.0495 -5.6896 3.5075 0.958
O -5.7263 -4.9622 4.4178 -0.507
C -5.1598 -5.8906 2.3062 -0.855
H -7.9009 -6.2026 4.4371 0.315
H -7.9690 -6.1386 2.6656 0.353
H -7.1800 -7.5117 3.4806 0.374
H -5.6778 -5.5681 1.4010 0.053
H -4.8840 -6.9426 2.2135 0.502
H -4.2562 -5.2981 2.4239 0.228
C -4.0164 -5.6275 9.4839 -1.086
C -4.2288 -6.6334 8.3770 0.671
O -4.0091 -7.8117 8.5458 -0.565
C -4.7261 -6.0979 7.0586 -0.841
H -3.6594 -6.1397 10.3747 0.303
H -3.2761 -4.8867 9.1788 0.312
H -4.9556 -5.1231 9.7158 0.309
H -4.0166 -5.3764 6.6530 0.308
H -5.6940 -5.6137 7.1894 0.318
H -4.8353 -6.9181 6.3535 0.261
C 10.0044 5.8829 -1.9548 -0.471
C 11.5028 5.7748 -2.0960 0.707
O 12.0201 4.8855 -2.7328 -0.521
C 12.3323 6.8308 -1.4042 -1.192
H 9.5334 5.0666 -2.4968 -0.146
H 9.7242 5.8185 -0.9022 0.355
H 9.6598 6.8314 -2.3715 0.337
H 12.1447 6.8081 -0.3297 0.319
H 12.0797 7.8183 -1.7933 0.323
H 13.3876 6.6380 -1.5841 0.319
```